Here is a structure of composition C19H41N4O6SY from the Open Molecules 2025 dataset. Energies are from the ωB97M-V functional and the def2-TZVPD basis.

Properties
HOMO-LUMO gap ... 8.8317 eV
Energy relative to the best compared isomer or geometry (same formula, charge and spin) ... 33.0 kJ/mol
E ... -50478.528 eV
HOMO level ... -0.4841 Ha
LUMO ... -4.341 eV

```
! RIJCOSX wB97M-V def2-TZVPD def2/J DEFGRID3
* xyz 2 1
Y -0.302 0.302 -0.253
C -3.687 0.886 -0.376
C -3.659 0.010 0.853
O -2.323 0.075 1.360
C -2.096 -0.745 2.508
C -1.770 -2.141 2.040
O -0.731 -1.996 1.072
C -0.621 -3.113 0.187
C -1.544 -2.899 -0.990
O -1.133 -1.663 -1.582
C -1.909 -1.263 -2.712
C -3.145 -0.540 -2.228
O -2.682 0.440 -1.291
H -3.434 1.908 -0.105
H -4.670 0.888 -0.849
H -3.920 -1.025 0.608
H -4.363 0.373 1.606
H -2.956 -0.721 3.180
H -1.232 -0.317 3.015
H -2.637 -2.635 1.594
H -1.428 -2.757 2.877
H -0.847 -4.047 0.705
H 0.413 -3.135 -0.151
H -2.590 -2.841 -0.672
H -1.448 -3.708 -1.718
H -2.151 -2.122 -3.340
H -1.271 -0.598 -3.293
H -3.845 -1.223 -1.740
H -3.665 -0.051 -3.056
C -1.546 2.849 2.040
O -1.036 2.558 0.724
C -1.267 3.680 -0.132
C -0.367 3.541 -1.320
O -0.621 2.254 -1.907
C -0.399 2.303 -3.328
H -2.619 3.046 1.985
H -1.032 3.723 2.439
H -1.360 1.996 2.680
H -1.055 4.609 0.401
H -2.316 3.693 -0.445
H 0.687 3.616 -1.038
H -0.587 4.328 -2.043
H 0.657 2.452 -3.550
H -0.992 3.112 -3.754
H -0.732 1.362 -3.753
C 4.899 -2.390 3.438
C 4.140 -1.136 3.237
N 4.526 0.050 3.571
N 3.512 0.863 3.191
C 2.500 0.225 2.605
S 1.118 1.043 2.030
N 2.887 -1.074 2.642
N 2.137 -2.141 2.158
H 5.818 -2.155 3.967
H 5.159 -2.850 2.483
H 4.326 -3.107 4.027
H 3.575 1.859 3.338
H 1.709 -2.622 2.942
H 2.758 -2.779 1.671
C 2.873 1.413 -1.699
C 2.625 -0.057 -2.014
C 2.062 -0.266 -3.413
C 1.708 -0.698 -0.960
H 3.544 1.889 -2.416
H 3.303 1.535 -0.702
H 1.933 1.984 -1.716
H 3.608 -0.546 -2.006
H 1.013 0.040 -3.461
H 2.093 -1.322 -3.686
H 2.607 0.294 -4.174
H 2.284 -0.782 -0.028
H 1.516 -1.733 -1.274
*
```

Mulliken atomic charge list, values in e, 4 entries:
1 Y 0.710
2 C -0.677
3 C -0.651
4 O 0.177

Here is a cluster of 11 separate species, C35H96N4O11 in total from the Open Molecules 2025 dataset. Energies are from the ωB97M-V functional and the def2-TZVPD basis.

Properties
HOMO-LUMO gap ... 9.6710 eV
SMILES ... COC[C@H](C)N.COC[C@H](C)N.COC[C@H](C)N.COC[C@H](C)N.CC(C)O.CC(C)O.CC(C)O.CC(C)O.CC(C)O.CC(C)O.CO
Energy relative to the best compared isomer or geometry (same formula, charge and spin) ... 278.0 kJ/mol
E ... -66329.353 eV
HOMO level ... -0.3506 Ha
LUMO ... 0.130 eV

```
! RIJCOSX wB97M-V def2-TZVPD def2/J DEFGRID3
* xyz 0 1
C -7.487 17.307 13.728
C -6.592 16.867 12.599
C -7.135 17.232 11.170
O -5.370 17.495 12.792
H -7.033 17.053 14.686
H -8.447 16.793 13.698
H -7.676 18.374 13.618
H -6.523 15.779 12.589
H -8.121 16.807 10.979
H -6.484 16.814 10.403
H -7.232 18.310 11.034
H -5.069 17.448 13.702
C -13.845 17.570 13.118
C -14.391 17.506 14.523
C -13.361 16.797 15.396
O -14.443 18.764 15.042
H -12.822 17.945 13.145
H -14.508 18.257 12.592
H -13.831 16.548 12.740
H -15.368 17.022 14.526
H -12.917 15.989 14.814
H -13.721 16.390 16.341
H -12.445 17.381 15.487
H -14.786 18.743 15.939
C -10.847 12.702 10.814
C -10.912 11.190 10.753
C -9.604 10.371 10.928
O -11.806 10.833 11.762
H -11.780 13.242 10.654
H -10.182 13.044 10.022
H -10.436 13.011 11.775
H -11.293 10.865 9.785
H -9.209 10.526 11.932
H -8.894 10.679 10.161
H -9.727 9.305 10.738
H -12.606 11.344 11.620
C -8.644 15.623 20.200
C -9.109 15.556 21.663
C -7.970 15.301 22.678
O -9.746 16.766 22.060
H -7.812 16.326 20.146
H -9.468 15.958 19.570
H -8.264 14.659 19.861
H -9.823 14.744 21.799
H -8.325 15.271 23.708
H -7.290 16.135 22.500
H -7.433 14.376 22.469
H -9.190 17.523 21.863
C -12.373 18.070 7.209
C -11.911 19.418 7.766
C -11.013 20.252 6.862
O -13.110 20.214 8.046
H -12.979 17.608 7.989
H -11.531 17.425 6.958
H -13.020 18.184 6.339
H -11.347 19.195 8.672
H -10.853 21.210 7.357
H -11.607 20.402 5.960
H -10.050 19.813 6.602
H -13.658 19.569 8.499
C -17.633 9.486 14.628
C -17.871 10.924 14.801
C -16.609 11.507 15.437
O -18.162 11.592 13.585
H -17.464 8.955 15.564
H -16.737 9.344 14.024
H -18.503 8.998 14.187
H -18.743 11.117 15.425
H -15.697 11.130 14.975
H -16.567 11.225 16.489
H -16.584 12.596 15.413
H -17.591 11.304 12.869
C -6.802 21.807 23.048
C -6.019 21.032 21.989
C -6.668 21.165 20.630
O -8.023 20.623 20.562
C -8.484 20.638 19.206
N -4.614 21.507 21.907
H -6.802 22.864 22.782
H -6.299 21.652 24.003
H -7.862 21.565 23.129
H -6.020 19.987 22.297
H -6.073 20.683 19.854
H -6.721 22.184 20.248
H -7.730 20.156 18.584
H -8.636 21.613 18.744
H -9.358 19.988 19.159
H -4.574 22.437 21.514
H -4.082 20.993 21.219
C -15.283 27.281 17.036
C -15.836 26.154 16.171
C -15.848 26.502 14.677
O -16.726 27.588 14.482
C -16.828 28.062 13.158
N -15.131 24.933 16.358
H -15.818 28.229 16.967
H -14.287 27.622 16.751
H -15.339 26.960 18.076
H -16.870 25.942 16.443
H -16.172 25.647 14.084
H -14.833 26.718 14.342
H -15.963 28.553 12.713
H -17.731 28.664 13.059
H -16.986 27.253 12.445
H -15.010 24.800 17.351
H -15.799 24.188 16.218
C -18.986 20.340 17.838
C -18.433 19.113 18.669
C -18.956 17.803 18.070
O -20.335 17.693 18.350
C -20.868 16.468 17.887
N -16.944 19.225 18.701
H -18.673 21.312 18.219
H -20.075 20.325 17.865
H -18.657 20.279 16.801
H -18.706 19.156 19.723
H -18.439 16.934 18.478
H -18.830 17.929 16.995
H -21.954 16.542 17.821
H -20.545 15.710 18.601
H -20.557 16.134 16.897
H -16.558 18.526 19.319
H -16.800 20.070 19.234
C -19.519 16.488 6.629
C -18.549 16.831 7.719
C -18.810 18.236 8.283
O -17.772 18.716 9.133
C -18.058 20.037 9.559
N -18.469 15.875 8.773
H -19.552 17.180 5.787
H -20.555 16.490 6.966
H -19.365 15.484 6.232
H -17.573 16.877 7.235
H -19.781 18.250 8.778
H -18.865 18.934 7.448
H -17.365 20.359 10.336
H -19.057 20.109 9.990
H -17.999 20.761 8.746
H -18.024 16.431 9.489
H -19.404 15.772 9.141
C -12.073 22.700 12.959
O -11.752 23.638 13.954
H -11.467 22.952 12.089
H -11.775 21.724 13.339
H -13.111 22.560 12.658
H -12.499 23.626 14.557
*
```

Mulliken atomic charge list, values in e, 4 entries:
1 C -1.260
2 C 0.580
3 C -1.254
4 O -0.539

Q: What is the E in the second record?
A: -66329.353 eV

Q: What is the LUMO in the second record?
A: 0.130 eV

Q: energy relative to the best compared isomer or geometry (same formula, charge and spin) of number 1 (C19H41N4O6SY)?
A: 33.0 kJ/mol